Entry 1:
Molecular formula: C49H54As2IrN4O3S
Method: DFT, wB97M-V/def2-TZVPD

The calculation puts the HOMO energy (alpha / beta) at -0.0206 / -0.1768 Ha. As for the multiplicity: 5. For the relative energy (zero: lowest compared OMol25 entry of this formula, charge and spin), the calculation gives 22.4 kcal per mole. For the LUMO energy (alpha / beta), the calculation gives 2.004 / 2.003 eV. The orbital gap (alpha / beta) is 2.56 / 6.82 eV. Its net charge is -1.

Each line ends with the Löwdin spin population.
Atoms and positions in Å:
Ir1 -1.36878 0.36225 -1.01441  0.750
C1 1.84532 6.79684 10.64452  0.000
O1 2.67822 5.82787 10.04900  0.001
C2 2.24978 5.28425 8.87228  0.002
C3 1.04422 5.59893 8.25413  0.000
C4 0.70607 4.99364 7.05876  0.002
C5 1.54781 4.06159 6.44391  0.000
C6 2.75417 3.75712 7.08526  0.002
C7 3.09833 4.35835 8.27828  0.000
C8 1.13771 3.47612 5.18061  0.009
N1 0.02932 3.78432 4.54114  -0.004
C9 0.03087 3.04314 3.39797  0.011
C10 1.17251 2.25952 3.32603  -0.001
N2 1.86691 2.55149 4.47285  -0.002
C11 1.46780 1.39849 2.23580  0.057
C12 2.60835 0.62290 2.07942  0.023
C13 2.75707 -0.15617 0.93547  0.118
C14 1.75205 -0.12631 -0.03170  0.009
N3 0.65351 0.58985 0.08920  0.206
C15 0.46467 1.35241 1.20979  0.095
C16 -0.72272 2.09363 1.29430  0.103
N4 -1.66129 1.93070 0.28644  0.195
C17 -2.71323 2.76134 0.26643  0.035
C18 -2.96108 3.70881 1.22956  0.111
C19 -2.07894 3.82069 2.32648  0.093
C20 -0.96200 3.01576 2.35564  0.031
H1 2.36206 7.12924 11.54135  0.000
H2 0.87216 6.38017 10.92231  0.000
H3 1.68249 7.65369 9.98348  0.000
H4 0.36100 6.31141 8.69526  0.000
H5 -0.22332 5.23083 6.56015  0.000
H6 3.44141 3.04483 6.64419  0.000
H7 4.03182 4.12036 8.77209  0.000
H8 2.73437 2.13556 4.75799  0.000
H9 3.37906 0.63540 2.84320  -0.001
H10 3.63098 -0.77597 0.78655  0.009
H11 1.84440 -0.69815 -0.94753  -0.001
H12 -3.39336 2.64039 -0.56876  0.005
H13 -3.83248 4.34322 1.15070  0.008
H14 -2.25507 4.52281 3.13011  0.004
C21 -4.13971 -1.47521 -0.40625  0.032
C22 -3.25580 -1.35275 0.84168  0.088
C23 -3.84994 -0.28513 1.78512  0.044
C24 -3.27188 -2.69200 1.59327  0.014
C25 -1.84894 -0.93132 0.46642  0.628
H15 -5.14828 -1.81864 -0.15244  0.002
H16 -3.69580 -2.18288 -1.10915  0.005
H17 -4.21554 -0.50397 -0.90459  0.013
H18 -4.84049 -0.58609 2.14542  0.008
H19 -3.94012 0.67211 1.27351  0.002
H20 -3.19664 -0.14273 2.65024  0.002
H21 -4.26974 -2.89180 1.99605  0.001
H22 -2.56352 -2.67354 2.42602  0.000
H23 -3.00814 -3.51667 0.92701  0.001
H24 -1.15070 -1.21550 1.26939  0.037
C26 -3.02947 1.02757 -3.73065  0.024
O2 -1.98939 1.97056 -3.46504  0.037
C27 -1.13456 1.74070 -2.46853  0.087
C28 -0.14279 2.86211 -2.47991  0.007
H25 -3.99105 1.48765 -3.49432  0.001
H26 -2.89465 0.11695 -3.15046  0.017
H27 -3.00330 0.78396 -4.79282  0.001
H28 -0.48199 3.71092 -3.07917  0.000
H29 0.78161 2.46029 -2.90232  0.003
H30 0.06942 3.18306 -1.45902  0.001
C29 4.38074 -0.31546 -5.56867  0.001
As1 3.41238 0.56190 -4.11713  0.002
C30 3.45306 2.44267 -4.63017  0.001
C31 4.63583 0.47245 -2.60787  0.001
S1 1.52464 -0.18379 -3.80262  0.006
H31 5.33711 0.16997 -5.76421  0.000
H32 3.75272 -0.27884 -6.45703  0.000
H33 4.53599 -1.35973 -5.30213  0.000
H34 4.43048 2.72367 -5.02209  0.000
H35 3.21809 3.04400 -3.75294  0.000
H36 2.68633 2.60710 -5.38438  0.000
H37 5.59335 0.92792 -2.85981  0.000
H38 4.77896 -0.57030 -2.32927  0.000
H39 4.17865 0.99662 -1.76912  0.001
O3 -1.28544 -1.24607 -2.55510  0.073
As2 -0.82150 -2.84256 -2.55669  0.117
C32 0.41809 -3.38098 -1.19798  0.030
C33 1.78876 -3.26326 -1.44719  0.024
C34 2.70285 -3.58244 -0.45837  0.006
C35 2.26300 -4.00330 0.79316  0.036
C36 0.89921 -4.07555 1.05800  0.005
C37 -0.01922 -3.75716 0.07303  0.038
C38 -2.38923 -3.93873 -2.56839  0.111
C39 -3.35776 -3.54885 -3.52727  0.094
C40 -4.46758 -4.32914 -3.76310  0.021
C41 -4.65695 -5.52536 -3.06028  0.148
C42 -3.69274 -5.92693 -2.12748  0.029
C43 -2.57068 -5.16085 -1.88997  0.080
C44 0.00677 -3.25263 -4.23935  0.047
C45 -0.29546 -2.49171 -5.37528  0.047
C46 0.23793 -2.83313 -6.60515  0.006
C47 1.06777 -3.94249 -6.73126  0.059
C48 1.33278 -4.73127 -5.61021  0.013
C49 0.79549 -4.39938 -4.38093  0.033
H40 2.11991 -2.91344 -2.41915  0.001
H41 3.76581 -3.49739 -0.65460  0.000
H42 2.98090 -4.25754 1.56338  0.003
H43 0.55534 -4.37564 2.04027  -0.001
H44 -1.08076 -3.78094 0.28025  0.008
H45 -3.21444 -2.61456 -4.06074  0.008
H46 -5.20279 -4.01383 -4.49479  -0.002
H47 -5.53088 -6.13746 -3.24414  0.013
H48 -3.82915 -6.85370 -1.58132  -0.001
H49 -1.82998 -5.49856 -1.17359  0.003
H50 -0.90924 -1.60723 -5.25877  0.004
H51 0.02653 -2.21802 -7.47245  -0.001
H52 1.49641 -4.20057 -7.69203  0.005
H53 1.95999 -5.61050 -5.70140  0.000
H54 0.99715 -5.01599 -3.51140  0.002

Entry 2:
Molecular formula: C49H54Cl2GaN5O4P2Si2
Method: DFT, wB97M-V/def2-TZVPD

The calculation puts the HOMO energy at -0.0633 Ha. For the relative energy (zero: lowest compared OMol25 entry of this formula, charge and spin), the calculation gives 18.9 kcal per mole. For the LUMO energy, the calculation gives 3.622 eV. The orbital gap is 5.35 eV. Its net charge is -2.

Each line ends with the Mulliken charge.
Atoms and positions in Å:
Ga1 0.32238 0.61048 -0.31760  -1.009
C1 1.91088 2.42690 3.76067  -1.504
Si1 1.35643 2.34504 1.86210  1.321
C2 3.16170 2.15886 1.28618  -1.204
C3 0.14675 3.80471 2.08946  -1.318
N1 0.62941 0.74406 1.65143  1.054
P1 -0.36998 -0.22867 2.47293  2.465
C4 -0.94393 -1.51320 1.59692  -1.643
P2 0.19793 -2.22953 0.65660  1.514
N2 1.10330 -1.31940 -0.38185  0.079
Si2 2.22404 -1.90367 -1.56026  0.971
C5 1.44696 -2.09127 -3.26762  -0.981
C6 2.95279 -3.63209 -1.29207  -1.367
C7 3.79687 -0.85580 -1.58027  -1.109
C8 -0.66577 -3.53089 -0.32508  -0.147
C9 -1.91400 -3.17625 -0.82947  -0.007
C10 -2.63308 -4.04030 -1.63487  -0.379
C11 -2.12377 -5.29957 -1.93301  -0.776
C12 -0.89725 -5.68016 -1.40932  -0.804
C13 -0.17388 -4.79810 -0.61379  -0.212
C14 1.41447 -3.19585 1.64898  0.548
C15 2.72010 -2.74872 1.81112  -0.533
C16 3.58646 -3.37326 2.69852  -0.656
C17 3.15181 -4.45438 3.44817  -0.646
C18 1.83943 -4.89577 3.31537  -0.845
C19 0.97996 -4.26504 2.43282  -0.586
C20 -1.76634 0.77934 3.10936  -0.566
C21 -1.72353 1.49286 4.30264  -0.344
C22 -2.77037 2.32841 4.66530  -0.711
C23 -3.87287 2.46317 3.83197  -0.789
C24 -3.92529 1.75344 2.64001  -0.258
C25 -2.87927 0.91820 2.28828  0.498
C26 0.43986 -0.79543 4.02249  0.065
C27 -0.31802 -1.41139 5.01888  -0.988
C28 0.28761 -1.97934 6.12632  -0.720
C29 1.67365 -1.95898 6.24746  -0.603
C30 2.43696 -1.36948 5.25298  -0.788
C31 1.82192 -0.79100 4.15073  -0.133
H1 2.15348 3.47995 3.94956  0.500
H2 1.12351 2.15979 4.46897  0.316
H3 2.79704 1.84317 4.01915  0.301
H4 3.79006 3.00398 1.57774  0.395
H5 3.53532 1.27772 1.81181  0.259
H6 3.25977 2.01199 0.21277  -0.020
H7 0.58004 4.74509 1.73436  0.334
H8 -0.77407 3.63954 1.53108  0.198
H9 -0.09588 3.92955 3.14502  0.538
H10 0.77829 -2.95809 -3.25961  0.294
H11 0.85825 -1.23061 -3.56409  -0.017
H12 2.22168 -2.27261 -4.01883  0.397
H13 2.21529 -4.42767 -1.20688  0.351
H14 3.53934 -3.82929 -2.19474  0.493
H15 3.62207 -3.69398 -0.43514  0.266
H16 3.61406 0.20534 -1.44366  0.067
H17 4.45791 -1.18531 -0.77327  0.271
H18 4.33443 -0.99269 -2.52225  0.416
H19 -2.30508 -2.20849 -0.54439  -0.023
H20 -3.59773 -3.73468 -2.02567  0.421
H21 -2.68528 -5.98195 -2.55983  0.368
H22 -0.49808 -6.66628 -1.61747  0.388
H23 0.77304 -5.11835 -0.19614  0.278
H24 3.04990 -1.88440 1.24660  0.216
H25 4.59710 -3.00024 2.81584  0.385
H26 3.82171 -4.93894 4.14825  0.352
H27 1.48190 -5.72216 3.91859  0.377
H28 -0.05450 -4.58273 2.36129  0.512
H29 -0.86173 1.40665 4.95195  0.154
H30 -2.71962 2.88130 5.59597  0.385
H31 -4.68887 3.11933 4.11026  0.328
H32 -4.78221 1.84716 1.98455  0.417
H33 -2.90664 0.33617 1.37312  -0.412
H34 -1.39629 -1.45448 4.91133  0.470
H35 -0.31822 -2.45029 6.89129  0.394
H36 2.15259 -2.40893 7.10900  0.341
H37 3.51770 -1.35999 5.33126  0.422
H38 2.41338 -0.32728 3.37182  0.293
Cl1 2.86581 4.44499 -0.87945  -0.212
C32 1.16185 4.61399 -1.24723  0.599
C33 0.78609 5.76984 -1.89698  -0.296
C34 -0.54113 5.98388 -2.25141  -0.808
C35 -1.46075 5.00670 -1.89211  -0.579
C36 -1.06302 3.85576 -1.24298  0.733
Cl2 -2.35940 2.81918 -0.69094  -0.170
C37 0.29003 3.52752 -0.88126  -1.539
N3 0.72330 2.45230 -0.26558  0.588
H39 1.54982 6.50174 -2.13042  0.381
H40 -0.84998 6.88655 -2.76070  0.301
H41 -2.51514 5.13967 -2.09585  0.398
C38 1.61791 1.52135 -5.77803  -1.872
C39 1.48177 2.46573 -4.57867  2.534
C40 2.67508 3.42100 -4.48295  -1.519
C41 0.17190 3.25165 -4.66556  -1.241
C42 1.46224 1.63141 -3.36979  -0.999
N4 1.48019 0.97484 -2.43237  0.011
H42 1.57744 2.10692 -6.69887  0.461
H43 0.80540 0.79626 -5.78317  0.272
H44 2.56514 0.98150 -5.74628  0.357
H45 2.65814 4.09069 -5.34603  0.430
H46 3.61815 2.87307 -4.48054  0.349
H47 2.61970 4.01846 -3.57435  0.128
H48 0.17699 3.82346 -5.59669  0.516
H49 0.08397 3.94289 -3.83064  0.207
H50 -0.68266 2.57744 -4.64942  0.154
O1 -1.27551 0.38314 -3.51454  -0.767
C43 -1.78948 0.06986 -2.44654  -0.310
O2 -1.28511 0.05092 -1.27339  1.025
C44 -3.25667 -0.33263 -2.46943  0.671
C45 -3.84854 -0.66845 -3.67988  -0.553
C46 -5.18313 -1.04509 -3.74213  -0.679
C47 -5.95174 -1.06793 -2.58979  -0.580
C48 -5.34413 -0.71335 -1.39680  -0.364
C49 -4.01268 -0.35573 -1.30462  0.977
N5 -6.17176 -0.71573 -0.16903  1.107
O3 -5.65240 -0.36664 0.86981  -0.585
O4 -7.34135 -1.05807 -0.27860  -0.704
H51 -3.22910 -0.63306 -4.56605  0.487
H52 -5.62952 -1.31807 -4.68970  0.394
H53 -6.99475 -1.34509 -2.59839  0.493
H54 -3.56096 -0.10809 -0.35474  -0.111